{
  "formula": "C6H6N2O2",
  "method": "ωB97M-V with the def2-TZVPD basis set",
  "species": ["C", "C", "C", "C", "C", "C", "N", "N", "O", "O", "H", "H", "H", "H", "H", "H"],
  "positions_angstrom": [[0.718, -1.639, -0.605], [-1.404, -0.913, 0.092], [0.714, 0.562, 0.524], [2.736, -0.256, -0.190], [2.910, 0.809, 0.638], [-2.444, 0.099, -0.121], [-0.542, -1.603, -0.439], [1.327, -0.465, -0.095], [1.694, 1.278, 1.005], [-1.818, 1.325, 0.388], [1.380, -2.433, -0.806], [3.403, -0.931, -0.735], [3.738, 1.459, 0.817], [-2.767, 0.369, -1.180], [-3.303, -0.127, 0.523], [-0.844, 1.041, 0.493]],
  "atomic_forces_ev_per_a": [[0.5, 1.7, 0.4], [0.8, -1.5, -0.1], [-0.3, -2.1, -0.6], [-0.9, 0.4, 1.7], [0.4, -0.5, -1.8], [-0.1, 2.4, -0.5], [-2.3, 0.3, 0.1], [1.6, -0.1, -1.0], [1.0, 1.6, 0.9], [-0.7, -1.3, -0.3], [0.0, -1.0, -0.4], [-0.4, 0.5, 0.4], [0.3, 0.0, 0.3], [0.3, -1.0, 1.0], [0.1, 0.0, -0.4], [-0.4, 0.8, 0.2]],
  "nbo_charge": [0.006, 0.323, 0.253, -0.117, 0.072, -0.187, -0.315, -0.383, -0.410, -0.747, 0.204, 0.242, 0.217, 0.188, 0.211, 0.442],
  "e_homo_ev": -7.6,
  "lumo_energy_ev": 0.8
}


{
  "formula": "C6H6N2O2",
  "method": "ωB97M-V with the def2-TZVPD basis set",
  "species": ["C", "C", "C", "C", "C", "C", "H", "H", "H", "H", "H", "H", "N", "N", "O", "O"],
  "positions_angstrom": [[1.838, -0.046, 0.034], [0.169, -1.478, 0.064], [-0.820, -0.553, -0.056], [-2.258, -0.926, -0.058], [-3.259, -0.034, -0.001], [-0.429, 0.886, 0.024], [3.566, -0.616, -0.107], [-0.097, -2.520, 0.171], [-2.485, -1.990, -0.142], [-4.283, -0.444, 0.077], [-3.069, 1.034, 0.034], [1.351, 1.976, 0.032], [1.515, -1.285, 0.017], [0.984, 1.025, 0.018], [3.141, 0.296, -0.051], [-1.131, 1.865, 0.007]],
  "atomic_forces_ev_per_a": [[0.6, 1.6, -0.7], [-0.7, -0.7, -0.4], [-0.4, 0.8, 0.7], [0.3, 0.7, -0.1], [-0.3, -1.0, 0.2], [0.6, -1.3, -0.9], [-0.3, 1.6, 0.1], [-0.2, -0.2, -0.2], [0.1, 0.2, 0.2], [0.6, 0.5, -0.3], [-0.2, -0.3, 0.0], [-0.1, -0.5, 0.0], [-0.3, 0.4, 0.6], [0.1, -0.5, 0.4], [0.1, -1.7, 0.1], [0.1, 0.3, 0.2]],
  "nbo_charge": [0.721, 0.076, -0.233, -0.219, -0.373, 0.658, 0.510, 0.199, 0.205, 0.197, 0.237, 0.435, -0.558, -0.612, -0.652, -0.592],
  "e_homo_ev": -8.5,
  "lumo_energy_ev": 0.6,
  "smiles": "C=Cc1cnc(O)[nH]c1=O"
}


{
  "formula": "C6H6N2O3S",
  "method": "ωB97M-V with the def2-TZVPD basis set",
  "species": ["C", "C", "C", "C", "C", "C", "N", "N", "O", "O", "O", "S", "H", "H", "H", "H", "H", "H"],
  "positions_angstrom": [[-3.596, 2.024, -0.028], [-3.861, 0.819, -0.434], [-1.263, 0.724, -1.072], [-1.129, -0.534, -0.407], [-0.114, 2.273, 0.334], [0.274, -2.480, -0.194], [-3.364, 3.054, 0.522], [-2.081, -1.383, -0.223], [-4.574, -1.639, 0.054], [-0.729, 1.822, -0.940], [0.104, -1.095, -0.565], [-3.524, -0.687, 0.346], [0.761, 2.955, 0.205], [0.070, 1.298, 0.872], [-1.000, 2.886, 0.770], [-0.001, -2.583, 0.992], [1.290, -2.630, -0.258], [-0.498, -3.191, -0.624]],
  "atomic_forces_ev_per_a": [[1.4, 4.0, 2.5], [0.5, -3.5, -0.8], [-1.4, -0.4, -0.9], [1.3, -2.0, -0.9], [-1.5, 0.1, 1.3], [-4.2, 0.1, 3.7], [-0.4, -1.1, -1.1], [-1.8, 1.1, 2.0], [0.0, -0.3, 0.4], [1.0, 1.6, 0.2], [0.0, 0.6, 0.0], [-0.3, -0.1, -1.8], [-0.7, -1.0, -0.4], [0.2, 1.4, -0.1], [1.7, -1.1, -0.3], [0.7, 0.4, -2.7], [2.0, -0.8, -0.8], [1.4, 1.0, -0.2]],
  "nbo_charge": [0.093, -0.374, 0.424, 0.348, -0.303, -0.263, -0.304, -0.677, -0.886, -0.395, -0.494, 1.539, 0.227, 0.200, 0.254, 0.180, 0.203, 0.228],
  "e_homo_ev": [-8.9, -8.9],
  "lumo_energy_ev": [-2.5, -2.5]
}


Number 1: energy -13388.725 eV. Number 2: energy -13394.466 eV. Number 3: energy -26267.155 eV.